Density functional theory data (ωB97M-V/def2-TZVPD) for the molecule C2HClF2S in a non-equilibrium geometry.

Each line ends with the Löwdin charge.
Positions of all 7 atoms, in Å:
F: 1.478 -1.774 -0.244  -0.01
C: 0.509 -0.804 0.066  -0.49
S: -1.337 -0.999 -0.190  0.97
C: -0.400 -1.056 1.230  -1.34
F: -0.448 -2.239 1.562  0.07
Cl: 0.036 0.298 2.243  0.72
H: 0.814 0.269 0.080  0.09

HOMO-LUMO gap (eV): 10.4
SMILES string: F[C@H]1S[C@]1(F)Cl
HOMO level (eV): -9.953
Energy above the lowest of the compared OMol25 structures with the same formula, charge and spin (kcal/mol): 48.8
Energy (eV): -30879.9316
Charge: 0
Strongest force on any atom (eV/A): 8.086
E_LUMO (Eh): 0.0176

Density functional theory data (ωB97M-V/def2-TZVPD) for a structure of composition C14H8Cl5N5O2ReS.

Each line ends with the Mulliken spin population.
Positions of all 36 atoms, in Å:
Re: 1.029 0.839 0.349  2.92
Cl: 6.839 1.565 -3.749  0.00
C: 5.565 1.011 -2.759  0.02
C: 4.613 1.916 -2.295  0.00
Cl: 4.666 3.579 -2.683  0.00
C: 3.598 1.426 -1.492  -0.03
Cl: 2.351 2.494 -0.858  0.01
C: 3.474 0.100 -1.129  0.03
O: 2.454 -0.300 -0.353  0.16
C: 4.429 -0.800 -1.596  0.02
Cl: 4.286 -2.445 -1.149  0.00
C: 5.470 -0.343 -2.405  -0.01
Cl: 6.640 -1.447 -2.967  0.00
C: -1.441 -3.289 0.126  -0.01
N: -1.959 -2.251 1.057  -0.01
C: -3.348 -2.323 1.358  0.00
C: -3.987 -1.391 2.046  0.00
N: -1.773 -0.389 2.457  0.00
C: -1.151 -1.385 1.602  0.01
S: 0.531 -1.304 1.451  -0.01
H: -2.223 -3.502 -0.597  0.00
H: -1.194 -4.181 0.699  0.00
H: -0.557 -2.908 -0.373  0.00
H: -3.839 -3.221 1.014  0.00
H: -5.017 -1.477 2.361  0.00
H: -1.270 -0.151 3.315  0.00
N: -4.038 3.130 0.342  0.00
C: -3.285 2.129 -0.120  0.00
O: -3.297 1.624 -1.213  0.00
C: -2.285 1.499 0.858  0.03
C: -0.848 1.689 0.656  -0.20
N: -0.020 2.582 0.785  0.06
C: -2.579 0.604 1.768  -0.01
N: -3.312 -0.242 2.563  0.00
H: -4.660 3.599 -0.302  0.00
H: -3.859 3.565 1.232  0.00

HOMO-LUMO gap (spin up / spin down) (eV): 5.1 / 5.4
HOMO level (spin up / spin down) (eV): -13.615 / -13.750
Energy above the lowest of the compared OMol25 structures with the same formula, charge and spin (kcal/mol): 90.2
Energy (eV): -101748.9598
Charge: +2
Multiplicity: 4
Strongest force on any atom (eV/A): 0.374
⟨S²⟩: 3.78
E_LUMO (spin up / spin down) (Eh): -0.3117 / -0.3086

Density functional theory data (ωB97M-V/def2-TZVPD) for a cluster of 11 separate species, C13H48O11 in total in a non-equilibrium geometry.

Each line ends with the Löwdin charge.
Positions of all 72 atoms, in Å:
C: 2.878 9.070 0.038  -0.09
C: 1.708 8.140 0.083  -0.32
O: 2.123 6.920 0.734  -0.09
H: 3.330 9.110 1.038  0.07
H: 2.554 10.064 -0.263  0.06
H: 3.661 8.717 -0.637  0.08
H: 1.308 7.989 -0.923  0.11
H: 0.936 8.639 0.687  0.09
H: 1.353 6.401 0.979  0.07
C: -6.560 13.852 1.223  -0.10
C: -5.264 13.381 1.833  -0.32
O: -4.150 14.203 1.445  -0.11
H: -6.683 14.924 1.387  0.07
H: -7.417 13.327 1.650  0.07
H: -6.552 13.681 0.144  0.07
H: -5.075 12.340 1.532  0.11
H: -5.308 13.407 2.918  0.11
H: -3.934 13.965 0.531  0.04
C: -3.333 13.755 -2.701  -0.10
O: -2.955 13.983 -1.310  -0.15
H: -4.403 13.927 -2.861  0.08
H: -2.761 14.393 -3.378  0.08
H: -3.107 12.720 -2.957  0.07
H: -2.673 14.908 -1.254  0.03
C: -1.388 9.291 -2.255  -0.18
O: -0.158 9.951 -2.076  -0.15
H: -1.675 8.707 -1.370  0.07
H: -2.199 9.993 -2.493  0.07
H: -1.284 8.606 -3.097  0.07
H: -0.236 10.538 -1.292  0.03
C: 3.507 13.071 -0.964  -0.12
O: 2.483 13.281 0.006  -0.16
H: 4.259 13.857 -0.906  0.08
H: 3.983 12.090 -0.820  0.08
H: 3.062 13.049 -1.956  0.07
H: 2.939 13.351 0.871  0.05
C: -1.134 12.920 4.905  -0.15
O: -1.670 13.857 5.850  -0.12
H: -1.378 11.906 5.203  0.08
H: -1.550 13.056 3.897  0.07
H: -0.044 13.045 4.811  0.06
H: -1.688 14.717 5.422  0.07
C: 0.913 8.705 3.585  -0.13
O: 0.286 9.980 3.842  -0.14
H: 0.285 8.145 2.902  0.07
H: 1.925 8.809 3.175  0.07
H: 1.019 8.111 4.507  0.08
H: 0.843 10.457 4.466  0.05
C: 2.548 12.000 3.074  -0.11
O: 3.339 13.144 2.654  -0.13
H: 2.306 11.397 2.200  0.07
H: 3.107 11.361 3.764  0.09
H: 1.605 12.336 3.514  0.05
H: 3.726 13.530 3.446  0.09
C: 0.474 14.444 -2.722  -0.15
O: -0.293 15.581 -3.125  -0.14
H: -0.071 13.747 -2.070  0.07
H: 0.776 13.903 -3.621  0.08
H: 1.407 14.722 -2.199  0.07
H: -0.789 15.921 -2.362  0.02
C: -0.902 12.243 0.890  -0.10
O: 0.121 11.766 -0.009  -0.17
H: -1.833 11.764 0.602  0.08
H: -0.646 12.026 1.926  0.06
H: -1.053 13.320 0.756  0.06
H: 0.927 12.350 0.024  0.05
C: -1.803 16.574 0.393  -0.09
O: -1.904 16.758 -1.055  -0.14
H: -1.452 15.562 0.582  0.06
H: -1.084 17.265 0.846  0.08
H: -2.765 16.692 0.906  0.08
H: -2.067 17.686 -1.247  0.10

HOMO-LUMO gap (eV): 9.8
SMILES string: CCO.CCO.CO.CO.CO.CO.CO.CO.CO.CO.CO
HOMO level (eV): -9.524
Energy above the lowest of the compared OMol25 structures with the same formula, charge and spin (kcal/mol): 0.0
Energy (eV): -36778.1596
Charge: 0
Strongest force on any atom (eV/A): 1.212
E_LUMO (Eh): 0.0087

Density functional theory data (ωB97M-V/def2-TZVPD) for a cluster of 3 separate species, C7H14 in total.

Each line ends with the Löwdin charge.
Positions of all 21 atoms, in Å:
C: -1.491 -0.202 -0.433  0.04
C: -0.866 -0.072 -1.585  -0.36
C: -0.473 -0.650 -2.871  -0.12
C: -0.166 0.808 -2.522  -0.12
H: -1.943 -1.144 -0.129  0.07
H: -1.575 0.640 0.248  0.05
H: 0.363 -1.346 -2.914  0.08
H: -1.258 -0.850 -3.596  0.10
H: -0.735 1.592 -3.015  0.10
H: 0.874 1.063 -2.325  0.09
H: 1.597 -0.633 -0.536  0.05
H: 1.797 -0.900 -1.201  0.07
C: 1.675 -0.189 1.840  -0.06
C: 0.398 -0.348 2.174  -0.26
C: -0.476 0.740 2.729  -0.12
H: 2.164 0.783 1.895  0.06
H: 2.282 -1.022 1.498  0.04
H: -0.052 -1.336 2.081  0.10
H: -0.514 0.669 3.823  0.07
H: -0.091 1.732 2.468  0.08
H: -1.507 0.664 2.370  0.05

HOMO-LUMO gap (eV): 10.5
SMILES string: C=C1CC1.[H][H].C=CC
HOMO level (eV): -9.322
Energy above the lowest of the compared OMol25 structures with the same formula, charge and spin (kcal/mol): 92.0
Energy (eV): -7482.3063
Charge: 0
Strongest force on any atom (eV/A): 0.249
E_LUMO (Eh): 0.0448